[1]
ORCA calculation (ωB97M-V/def2-TZVPD) on the ion C5H11N2 with charge +1.

Summary:
- Molecular weight: 99.16 g mol⁻¹
- SMILES: C/[NH+]=C1\NC1(C)C
- Energy relative to the best compared isomer or geometry (same formula, charge and spin): 2.426 eV
- E_HOMO: -0.55548 Ha
- Electronic energy: -8334.6934 eV
- LUMO: -3.53 eV
- Orbital gap: 11.6 eV

Geometry as ORCA input:
```
! RIJCOSX wB97M-V def2-TZVPD def2/J DEFGRID3
* xyz 1 1
C -0.466 -0.120 -0.082
C 1.034 -0.151 -0.014
C 1.635 1.260 -0.155
C 1.813 -1.328 -0.433
C -2.869 0.074 0.208
N 0.162 -0.388 1.130
N -1.633 0.102 -0.529
H 1.078 1.901 -0.853
H 2.680 1.120 -0.324
H 1.556 1.783 0.857
H 1.444 -2.186 0.038
H 2.899 -1.387 0.014
H 1.825 -1.419 -1.435
H -2.606 0.574 1.224
H -3.708 0.660 -0.344
H -3.140 -0.996 0.338
H -0.012 0.151 1.885
H -1.692 0.352 -1.526
*
```

Atom charges from the Löwdin analysis, given in e for atoms 1 to 8: C -0.13; C -0.40; C 0.02; C 0.00; C -0.02; N 0.23; N 0.06; H 0.10

---

[2]
ORCA calculation (ωB97M-V/def2-TZVPD) on a structure of composition C38H33Cl4CrN7O2SSeTe.

Summary:
- Molecular weight: 1052.16 g mol⁻¹
- Energy relative to the best compared isomer or geometry (same formula, charge and spin): 2.876 eV
- E_HOMO (alpha / beta): -0.20223 / -0.27355 Ha
- Electronic energy: -216451.7720 eV
- LUMO (alpha / beta): -0.88 / -0.68 eV
- Expectation value of S²: 6.146
- Orbital gap (alpha / beta): 4.6 / 6.8 eV

Geometry as ORCA input:
```
! RIJCOSX wB97M-V def2-TZVPD def2/J DEFGRID3
* xyz 0 5
Cr -2.229 -1.297 0.798
Cl -6.013 4.126 2.696
C -5.396 2.950 1.629
C -5.298 1.588 2.017
C -4.414 0.739 1.434
Cl -4.335 -0.873 2.181
C -3.530 1.207 0.431
O -2.414 0.608 0.086
C -3.831 2.486 -0.146
Cl -2.975 3.042 -1.521
C -4.758 3.315 0.467
H -5.950 1.163 2.750
H -4.924 4.346 0.060
Se 1.537 -3.311 7.278
N 0.614 -1.860 6.780
C 0.073 -2.120 5.602
C -0.503 -1.072 4.796
C -0.578 0.281 5.155
C -1.013 1.243 4.191
C -1.353 0.827 2.932
N -1.328 -0.550 2.561
C -0.986 -1.484 3.538
C -0.978 -2.841 3.077
N -1.553 -3.036 1.864
C -1.564 -4.286 1.348
C -0.943 -5.361 1.980
C -0.420 -5.202 3.291
C -0.500 -3.910 3.862
C 0.097 -3.526 5.168
N 0.821 -4.347 5.906
H -0.256 0.519 6.219
H -1.105 2.306 4.494
H -1.491 1.624 2.171
H -2.057 -4.334 0.408
H -0.747 -6.202 1.377
H 0.093 -6.038 3.814
C 5.299 1.535 -2.136
C 4.213 0.485 -1.935
C 3.952 0.562 -0.363
C 4.866 -0.918 -2.187
C 2.966 0.765 -2.843
O 3.463 0.663 -4.263
C 2.252 2.099 -2.695
C 1.787 2.759 -1.361
C 1.018 4.052 -1.630
C 0.362 4.246 -2.894
C -0.291 5.452 -3.046
C -0.212 6.490 -2.071
Cl -1.030 7.971 -2.287
C 0.510 6.354 -0.899
C 1.049 5.077 -0.663
C 1.891 -0.391 -2.867
N 1.097 -0.752 -1.652
C -0.105 -0.454 -1.130
N -0.478 -1.365 -0.229
C 0.594 -2.224 -0.187
N 1.544 -1.936 -1.053
H 6.196 1.222 -1.645
H 5.145 2.514 -1.699
H 5.476 1.641 -3.212
H 4.765 0.018 0.080
H 2.998 0.163 0.013
H 4.137 1.616 0.067
H 5.793 -0.998 -1.629
H 5.104 -1.180 -3.241
H 4.219 -1.740 -1.837
H 2.798 1.012 -4.870
H 1.436 2.054 -3.483
H 2.959 2.806 -3.192
H 2.607 3.130 -0.732
H 1.208 2.070 -0.687
H 0.194 3.540 -3.643
H -0.752 5.780 -3.975
H 0.650 7.178 -0.236
H 1.389 4.766 0.311
H 2.499 -1.279 -3.121
H 1.189 -0.037 -3.607
H -0.645 0.411 -1.497
H 0.633 -3.036 0.510
Te -4.050 -1.851 -1.382
C -2.976 -3.542 -2.012
C -3.551 -4.847 -1.968
C -2.707 -5.879 -2.501
C -1.484 -5.352 -2.906
S -1.356 -3.656 -2.703
H -4.564 -4.972 -1.559
H -3.121 -6.862 -2.563
H -0.730 -5.879 -3.387
*
```

Atom charges from the Löwdin analysis, given in e for atoms 1 to 8: Cr 0.50; Cl 0.70; C -0.70; C -0.13; C -0.53; Cl 0.76; C -0.48; O -0.32

---

[3]
ORCA calculation (ωB97M-V/def2-TZVPD) on the ion CHNO4S with charge -2.

Summary:
- Molecular weight: 123.09 g mol⁻¹
- SMILES: N=[S@](=O)([O-])C(=O)[O-]
- Energy relative to the best compared isomer or geometry (same formula, charge and spin): 0.978 eV
- E_HOMO: 0.01975 Ha
- Electronic energy: -21566.7002 eV
- LUMO: 7.04 eV
- Orbital gap: 6.5 eV

Geometry as ORCA input:
```
! RIJCOSX wB97M-V def2-TZVPD def2/J DEFGRID3
* xyz -2 1
C -1.019 0.836 0.531
N 1.372 -0.433 -1.306
O -0.994 1.170 1.698
O 1.529 -0.440 1.100
O -1.754 1.181 -0.393
O -0.326 -1.754 0.375
S 0.479 -0.512 0.051
H 0.714 -0.049 -2.055
*
```

Electronic structure analysis, Löwdin charges in units of e: C -0.78; N -0.35; O -0.07; O -0.53; O -0.11; O -0.53; S 0.45; H -0.07